1.
The following is a DFT calculation (the ωB97M-V functional and the def2-TZVPD basis) of a molecular structure, C21H21Cl2N9O4PSTl in a non-equilibrium geometry.

```
60
Properties=species:S:1:pos:R:3
Tl -4.962 -16.252 -1.221
C -9.396 -19.605 -3.482
N -7.946 -19.552 -3.125
C -6.818 -19.735 -3.887
C -5.738 -19.527 -3.110
N -6.114 -19.115 -1.862
C -7.453 -19.084 -1.810
P -8.479 -18.584 -0.367
C -7.330 -18.674 1.115
N -6.237 -17.926 1.188
C -5.555 -18.384 2.309
C -6.293 -19.266 2.989
N -7.452 -19.506 2.236
C -8.543 -20.421 2.607
C -8.908 -16.793 -0.451
N -7.937 -15.893 -0.178
C -8.516 -14.644 -0.412
C -9.724 -14.784 -0.914
N -10.072 -16.165 -0.909
C -11.340 -16.716 -1.240
H -9.365 -19.612 -4.537
H -9.743 -18.635 -3.148
H -9.896 -20.486 -3.069
H -6.865 -19.897 -4.960
H -4.650 -19.577 -3.247
H -4.574 -17.973 2.608
H -6.161 -19.776 3.898
H -9.422 -19.864 2.918
H -8.256 -21.033 3.444
H -8.793 -21.076 1.758
H -7.876 -13.771 -0.068
H -10.470 -13.993 -1.032
H -11.592 -16.359 -2.305
H -12.101 -16.400 -0.520
H -11.317 -17.819 -1.156
N -7.018 -14.102 -4.408
N -7.436 -15.229 -5.007
C -7.460 -16.511 -4.405
O -7.798 -17.464 -5.206
O -7.202 -16.498 -3.190
H -6.853 -14.355 -3.430
H -6.243 -13.823 -4.997
H -7.675 -15.245 -6.029
Cl -4.346 -7.860 -2.806
C -4.444 -9.564 -2.758
C -4.282 -10.232 -4.018
C -4.329 -11.575 -4.113
Cl -4.060 -12.431 -5.581
C -4.549 -12.415 -2.884
O -4.408 -13.671 -2.934
C -4.920 -11.645 -1.686
C -5.250 -12.307 -0.404
O -5.456 -13.473 -0.183
C -4.918 -10.256 -1.631
H -4.121 -9.636 -4.903
H -5.261 -11.518 0.370
H -5.459 -9.723 -0.794
S -1.827 -15.280 0.088
C -2.800 -16.218 0.986
N -3.374 -16.957 1.768
```

Its charge is -2. For the energy above the lowest of the compared OMol25 structures with the same formula, charge and spin, the calculation gives 92.3 kJ/mol. The HOMO-LUMO gap is 5.52 eV.

***

2.
The following is a DFT calculation (the ωB97M-V functional and the def2-TZVPD basis) of 7 unconnected molecules or ions with the total composition C21H21F11NO26PS in a non-equilibrium geometry.

```
82
Properties=species:S:1:pos:R:3
O 2.055 -3.068 0.853
C 2.217 -2.006 0.355
O 2.526 -1.760 -0.935
O 3.451 -2.730 -1.417
N 2.104 -0.764 1.090
P 3.077 0.591 0.524
O 3.487 1.348 1.695
O 2.292 1.364 -0.582
O 4.312 -0.023 -0.231
S 0.510 -0.375 1.522
O 0.254 -1.011 2.765
O 0.300 1.025 1.488
C -0.761 -1.201 0.403
F -1.894 -0.801 0.986
F -0.672 -2.524 0.490
C -0.808 -0.767 -1.094
F -2.067 -0.892 -1.517
F -0.043 -1.556 -1.838
F -0.433 0.495 -1.232
H 4.239 -2.556 -0.870
H 2.628 1.212 -1.476
H 4.991 -0.312 0.413
C 4.651 -0.352 4.572
C 3.952 -1.696 4.654
O 3.914 -2.092 3.278
C 4.968 -1.510 2.675
O 5.361 -1.806 1.576
O 5.493 -0.545 3.422
F 2.691 -1.593 5.115
H 3.944 0.454 4.371
H 5.250 -0.110 5.444
H 4.478 -2.463 5.224
C -5.772 -0.710 -2.351
C -5.608 -2.215 -2.345
O -6.127 -2.589 -3.615
C -5.965 -1.541 -4.453
O -6.065 -1.587 -5.639
O -5.660 -0.422 -3.759
F -6.332 -2.819 -1.379
H -6.766 -0.423 -2.003
H -5.014 -0.163 -1.790
H -4.576 -2.560 -2.277
C -3.068 4.529 -0.409
C -2.618 4.046 -1.774
O -2.812 2.642 -1.662
C -3.800 2.430 -0.764
O -4.362 1.389 -0.620
O -4.050 3.545 -0.056
F -1.303 4.299 -1.998
H -2.246 4.491 0.308
H -3.507 5.521 -0.416
H -3.202 4.413 -2.612
C 1.270 3.255 4.112
C 1.776 4.617 3.690
O 2.891 4.797 4.546
C 3.376 3.561 4.856
O 4.440 3.347 5.332
O 2.471 2.614 4.533
F 0.870 5.599 3.914
H 0.582 3.330 4.956
H 0.798 2.702 3.304
H 2.111 4.677 2.654
C 4.124 -5.517 2.241
C 5.082 -5.882 1.125
O 6.267 -5.223 1.521
C 6.254 -5.114 2.877
O 7.193 -4.828 3.539
O 5.014 -5.374 3.358
F 4.684 -5.401 -0.077
H 3.633 -4.563 2.044
H 3.374 -6.278 2.434
H 5.283 -6.950 1.024
C -5.456 1.390 -6.662
C -6.510 2.362 -7.148
O -6.766 3.128 -5.982
C -5.645 3.112 -5.223
O -5.449 3.849 -4.309
O -4.793 2.166 -5.649
F -7.649 1.749 -7.534
H -5.898 0.507 -6.207
H -4.752 1.086 -7.431
H -6.188 3.032 -7.947
```

Its charge is 0. The HOMO-LUMO gap is 11.19 eV.

***

3.
The following is a DFT calculation (the ωB97M-V functional and the def2-TZVPD basis) of a molecular structure, C21H21FeNO7 in a non-equilibrium geometry.

```
51
Properties=species:S:1:pos:R:3
C 1.218 -0.945 -1.313
C 0.132 0.163 -1.047
C -1.084 -0.618 -0.689
Fe -2.161 -3.827 -1.931
C -3.117 -3.469 -0.390
O -3.518 -3.569 0.706
C -0.570 -4.035 -1.027
O 0.345 -4.324 -0.350
C -3.496 -3.352 -3.352
C -3.303 -4.776 -3.176
C -1.903 -5.059 -3.416
C -1.250 -3.803 -3.730
C -2.240 -2.769 -3.712
H 2.189 -0.523 -1.567
H 1.342 -1.638 -0.469
H 0.807 -1.485 -2.173
H -0.103 0.534 -2.079
H -0.992 -1.427 0.069
H -1.956 -0.528 -1.364
H -4.429 -2.792 -3.320
H -4.073 -5.470 -2.839
H -1.386 -6.011 -3.288
H -0.213 -3.635 -4.024
H -2.080 -1.740 -4.049
C 4.881 0.051 -0.395
C 3.916 0.734 0.536
O 2.657 0.973 -0.165
C 1.603 1.149 0.650
C 0.332 1.385 -0.167
C -0.810 1.639 0.798
O -1.909 1.086 0.788
C -0.599 2.706 1.843
C 0.362 3.740 1.751
C 0.511 4.662 2.781
C -0.280 4.539 3.940
N 0.009 5.348 5.077
O -0.659 5.202 6.124
O 0.942 6.181 5.017
C -1.291 3.566 4.017
C -1.455 2.684 2.968
O 1.736 0.985 1.866
H 5.863 -0.032 0.080
H 4.536 -0.959 -0.623
H 4.998 0.599 -1.331
H 3.683 0.123 1.416
H 4.275 1.720 0.867
H 0.442 2.287 -0.807
H 1.013 3.833 0.875
H 1.240 5.468 2.724
H -1.929 3.509 4.889
H -2.223 1.919 3.012
```

The spin multiplicity is 5. Its charge is -2. For the energy above the lowest of the compared OMol25 structures with the same formula, charge and spin, the calculation gives 104.3 kJ/mol. The HOMO-LUMO gap (alpha / beta) is 3.81 / 4.93 eV.

***

4.
The following is a DFT calculation (the ωB97M-V functional and the def2-TZVPD basis) of a molecular structure, C21H21N2O4PSe2Ti.

```
52
Properties=species:S:1:pos:R:3
Ti -0.344 1.248 -1.083
C -3.394 4.936 -0.626
O -1.953 5.087 -0.677
C -1.256 3.989 -0.741
O -1.733 2.848 -0.740
N 0.079 4.209 -0.792
N 0.913 3.095 -0.964
H -3.782 5.946 -0.579
H -3.675 4.372 0.259
H -3.743 4.430 -1.522
H 0.447 5.144 -0.879
H 1.591 3.038 -0.207
H 1.407 3.145 -1.854
Se 1.581 -0.508 -1.072
P 1.155 -0.577 1.065
Se -0.544 0.745 1.458
C 2.585 -0.017 2.019
C 3.867 -0.217 1.514
C 4.966 0.125 2.287
C 4.786 0.662 3.553
C 3.506 0.860 4.055
C 2.401 0.521 3.290
C 0.784 -2.260 1.598
C 1.418 -3.326 0.967
C 1.205 -4.614 1.430
C 0.365 -4.834 2.513
C -0.269 -3.768 3.137
C -0.061 -2.475 2.682
H 4.004 -0.627 0.522
H 5.964 -0.027 1.897
H 5.646 0.929 4.152
H 3.368 1.281 5.041
H 1.403 0.681 3.678
H 2.061 -3.152 0.113
H 1.692 -5.447 0.941
H 0.198 -5.842 2.868
H -0.929 -3.942 3.976
H -0.563 -1.643 3.161
O -1.288 1.395 -5.014
C -1.275 0.931 -3.909
O -0.519 1.430 -2.923
C -2.072 -0.275 -3.512
C -2.602 -1.064 -4.526
C -3.309 -2.215 -4.221
C -3.498 -2.583 -2.896
C -2.986 -1.795 -1.877
C -2.274 -0.646 -2.187
H -2.439 -0.758 -5.550
H -3.711 -2.826 -5.017
H -4.051 -3.482 -2.657
H -3.144 -2.069 -0.842
H -1.978 -0.058 -1.309
```

The spin multiplicity is 2. Its charge is +1. For the energy above the lowest of the compared OMol25 structures with the same formula, charge and spin, the calculation gives 30.6 kJ/mol. The HOMO-LUMO gap (alpha / beta) is 8.17 / 8.94 eV.